1.
This record from the Open Molecules 2025 dataset describes a 12-piece molecular cluster, C22H68O12 overall at a distorted geometry. The level of theory is wB97M-V/def2-TZVPD.

M in u: 524.8
Energy above the lowest of the compared OMol25 structures with the same formula, charge and spin in kcal per mole: 51.0
Frontier orbital gap in eV: 10.0
F_max in hartree/bohr: 0.02648
Total charge: 0
LUMO in eV: 0.25

Last column: Mulliken charge in e.
Cartesian coordinates (Å):
1 C -0.72784 -0.99465 -0.07483  -0.988
2 C -0.49472 0.42681 0.43878  0.595
3 C 0.97562 0.78856 0.38402  -0.539
4 O -1.20369 1.38157 -0.33368  -0.225
5 H -0.42104 -1.03874 -1.12250  0.015
6 H -1.79335 -1.23857 -0.05081  0.462
7 H -0.19237 -1.71781 0.54060  0.068
8 H -0.83705 0.42901 1.48548  0.135
9 H 1.07754 1.87236 0.30960  -0.389
10 H 1.46013 0.39688 -0.51177  0.248
11 H 1.47406 0.51071 1.31347  0.382
12 H -2.08000 1.05677 -0.58084  -0.029
13 C 1.09647 -3.93394 4.40761  -1.652
14 C 0.38940 -4.42455 3.15720  1.363
15 C 0.76661 -5.85695 2.80805  -1.327
16 O -1.04649 -4.32353 3.31374  -0.568
17 H 0.91569 -4.63190 5.23539  0.407
18 H 0.80815 -2.93344 4.72831  0.431
19 H 2.17794 -3.97791 4.26354  0.419
20 H 0.62245 -3.77122 2.31014  -0.341
21 H 0.64728 -6.05597 1.74673  0.247
22 H 0.15357 -6.56214 3.37035  0.302
23 H 1.79959 -6.06306 3.10103  0.429
24 H -1.22688 -4.02599 4.20946  0.275
25 C 4.74417 2.00784 0.80130  -1.118
26 C 5.16121 3.31798 1.42402  0.975
27 C 5.57986 3.17924 2.86762  -1.399
28 O 6.27779 3.87654 0.71812  -0.592
29 H 5.56021 1.28274 0.87429  0.380
30 H 4.45467 2.12268 -0.24528  0.321
31 H 3.89640 1.55092 1.31973  0.124
32 H 4.33612 4.03607 1.32065  -0.023
33 H 5.36378 4.07719 3.44503  0.338
34 H 6.64631 2.96572 2.92468  0.386
35 H 5.03913 2.35642 3.34013  0.326
36 H 6.02022 4.02229 -0.19731  0.317
37 C -3.93680 -5.12413 0.11671  -1.316
38 C -2.54105 -5.66313 0.05873  0.312
39 C -1.54980 -4.62758 -0.44292  -0.297
40 O -2.09844 -6.15582 1.32647  -0.536
41 H -4.26308 -4.82983 -0.88460  0.332
42 H -3.96345 -4.22512 0.74152  0.265
43 H -4.64679 -5.84353 0.52177  0.359
44 H -2.47414 -6.52548 -0.60878  0.328
45 H -1.36499 -3.83139 0.29162  -0.019
46 H -1.81621 -4.02058 -1.31705  0.135
47 H -0.59203 -5.09667 -0.67929  0.115
48 H -1.98856 -5.38566 1.90315  0.345
49 C -0.79869 5.65321 3.07019  -1.268
50 C 0.60477 5.35861 2.57534  0.421
51 C 0.78442 3.91477 2.16805  -0.202
52 O 0.89857 6.18345 1.44414  -0.526
53 H -1.50981 5.72855 2.24479  0.231
54 H -0.80587 6.63073 3.56059  0.373
55 H -1.23006 4.90333 3.73490  0.312
56 H 1.29067 5.56383 3.40601  0.382
57 H 0.79886 3.26327 3.04081  0.408
58 H 1.72244 3.75488 1.62381  -0.217
59 H 0.03422 3.60622 1.43254  -0.169
60 H 1.37767 6.96924 1.71695  0.300
61 C -2.42682 -1.41090 -4.08753  -1.062
62 O -2.72846 -2.59488 -3.35876  -0.432
63 H -1.55244 -0.85836 -3.74090  0.266
64 H -2.11238 -1.65172 -5.11183  0.351
65 H -3.33462 -0.80641 -4.15523  0.612
66 H -3.67571 -2.73977 -3.31061  0.302
67 C 3.10534 -2.56824 -0.91403  -0.664
68 O 3.78272 -3.34934 -1.88601  -0.579
69 H 2.12866 -2.93290 -0.58437  0.249
70 H 3.71354 -2.38690 -0.01457  0.449
71 H 2.97283 -1.56051 -1.31464  0.250
72 H 3.91320 -4.22605 -1.51655  0.302
73 C -5.09335 -0.01662 -1.09264  -0.758
74 O -3.73319 0.15726 -1.47184  -0.096
75 H -5.24051 0.47284 -0.13305  0.265
76 H -5.77269 0.44392 -1.81523  0.288
77 H -5.34215 -1.07494 -0.97712  0.261
78 H -3.54115 -0.37727 -2.24840  0.043
79 C -3.11695 3.95913 -0.08516  -0.308
80 O -2.90965 5.32989 0.23674  -0.603
81 H -2.84115 3.34086 0.77528  0.246
82 H -4.16778 3.79760 -0.31516  0.306
83 H -2.46216 3.66625 -0.90509  0.000
84 H -2.03575 5.58770 -0.06805  0.318
85 C -2.24614 2.66577 -3.76303  -0.217
86 O -1.08502 2.44862 -4.55193  -0.565
87 H -3.15732 2.32016 -4.26083  0.318
88 H -2.13315 2.05505 -2.86772  -0.195
89 H -2.30116 3.72142 -3.49236  0.404
90 H -0.88687 3.21472 -5.09577  0.309
91 C 1.78302 4.10192 -1.83021  0.109
92 O 1.38661 4.26064 -3.17912  -0.584
93 H 2.74151 3.56704 -1.82419  0.139
94 H 1.94409 5.04369 -1.30439  0.238
95 H 1.10989 3.41440 -1.30941  -0.181
96 H 0.44617 4.09912 -3.27908  0.321
97 C 0.58645 -3.35561 -3.17731  -0.049
98 O 1.67618 -2.77343 -3.85815  -0.589
99 H -0.26298 -3.42377 -3.85223  0.350
100 H 0.83883 -4.31050 -2.70620  0.338
101 H 0.23406 -2.70790 -2.35852  -0.326
102 H 2.44364 -2.85111 -3.28227  0.347

Forces on the atoms, in the same order (eV/Å):
-0.37 0.48 -0.15
-0.13 -0.77 0.01
-0.05 0.73 0.08
0.09 0.24 -0.11
0.19 -0.19 0.08
0.04 -0.05 0.10
0.11 -0.06 -0.13
-0.01 0.36 -0.07
-0.09 -0.01 0.10
0.07 -0.28 0.16
0.20 -0.34 -0.22
-0.03 -0.27 0.09
0.28 -0.58 0.25
-0.32 0.19 -0.01
0.24 -0.11 0.25
0.23 0.04 -0.01
-0.20 0.09 -0.05
-0.03 0.07 -0.18
-0.04 0.26 -0.11
0.16 0.02 0.07
-0.10 -0.09 0.00
-0.14 0.08 -0.06
0.05 0.12 -0.19
-0.11 -0.04 -0.02
-0.03 -0.64 0.06
-0.09 0.48 -0.55
-0.21 -0.12 0.34
0.10 -0.04 0.09
0.06 0.10 -0.15
0.10 0.03 -0.02
-0.07 0.23 0.04
-0.10 -0.12 0.23
0.16 0.07 -0.05
0.02 -0.02 -0.03
0.02 0.03 0.02
-0.02 0.00 0.00
-0.52 0.37 -0.05
0.81 -0.15 -0.03
0.63 0.90 -0.24
-0.28 0.13 -0.30
-0.05 -0.05 0.03
-0.01 -0.04 0.03
0.05 -0.07 0.01
-0.25 -0.04 0.02
-0.04 -0.39 0.34
-0.43 -0.57 -0.18
0.01 -0.01 0.15
0.08 -0.12 0.23
-0.54 0.47 -0.15
-0.11 -0.24 0.29
0.34 -0.21 -0.73
0.11 -0.05 -0.08
0.19 -0.08 -0.17
-0.10 -0.12 0.14
0.38 -0.03 0.22
0.20 0.12 -0.21
-0.27 -0.10 -0.05
0.14 0.26 0.31
-0.31 -0.03 0.36
-0.07 0.01 0.10
-0.24 -0.30 -1.16
0.60 0.01 0.51
-0.31 -0.06 0.87
-0.39 -0.17 -0.02
0.30 0.44 -0.09
0.03 0.10 -0.21
0.37 1.08 0.75
-0.38 0.04 0.21
0.02 -0.30 -0.31
0.02 -0.38 -0.12
-0.15 -0.22 -0.31
0.05 -0.12 -0.10
-0.02 -0.06 -0.09
0.03 0.17 0.17
0.10 0.03 0.02
0.01 -0.05 -0.01
-0.02 0.02 -0.01
0.04 -0.01 0.11
0.59 0.08 0.44
-0.23 0.22 -0.12
-0.09 -0.10 -0.07
0.00 0.06 -0.16
-0.26 -0.19 -0.15
0.02 -0.01 0.06
0.32 -0.09 0.02
0.23 -0.24 -0.05
-0.01 0.28 -0.15
0.04 0.16 0.11
-0.40 -0.05 0.15
-0.20 -0.02 -0.08
0.38 -0.95 -0.02
0.14 0.38 -0.26
0.02 0.18 -0.14
-0.40 0.07 0.02
-0.17 0.43 0.22
0.02 -0.17 0.20
-0.20 0.63 0.61
-0.13 -0.04 -0.13
0.13 -0.39 -0.15
-0.11 -0.19 -0.35
0.09 -0.03 -0.04
0.24 -0.12 -0.09


2.
This record from the Open Molecules 2025 dataset describes C15H25AgBF4O2PS2Te as an isolated structure. The level of theory is wB97M-V/def2-TZVPD.

M in u: 654.7
Energy above the lowest of the compared OMol25 structures with the same formula, charge and spin in kcal per mole: 2.9
Frontier orbital gap in eV: 6.2
F_max in hartree/bohr: 0.00359
Total charge: -2
LUMO in eV: 4.37

Last column: Mulliken charge in e.
Cartesian coordinates (Å):
1 Ag 1.08618 -0.50351 1.42392  0.052
2 C 8.16018 -0.77140 -1.68233  -1.398
3 C 6.91905 -0.27391 -0.98761  0.652
4 C 6.25085 -1.05104 -0.05647  -1.088
5 C 5.10250 -0.60634 0.59938  1.474
6 C 4.44951 -1.52784 1.58819  -1.489
7 C 4.58962 0.67051 0.31689  -0.674
8 Te 2.87914 1.47521 1.30236  -0.093
9 C 5.26326 1.46765 -0.62832  1.600
10 C 4.77507 2.84390 -0.99198  -1.738
11 C 6.40623 0.98727 -1.25857  -0.978
12 H 8.36434 -1.81009 -1.41847  0.334
13 H 9.03746 -0.17849 -1.40848  0.293
14 H 8.05698 -0.71618 -2.76889  0.318
15 H 6.62674 -2.04481 0.17115  0.168
16 H 5.08027 -2.39860 1.77853  0.313
17 H 3.48277 -1.88197 1.22256  0.168
18 H 4.25100 -1.01109 2.52876  0.352
19 H 3.75268 2.80445 -1.37215  0.360
20 H 5.42406 3.29288 -1.74740  0.335
21 H 4.74482 3.49655 -0.11743  0.345
22 H 6.90592 1.61948 -1.98874  0.224
23 C -0.97703 -5.80644 2.57656  -1.185
24 C -0.85396 -6.23788 1.12476  0.585
25 C -2.18896 -6.67578 0.53837  -1.229
26 O -0.22999 -5.27913 0.26376  -0.490
27 P -0.42236 -3.67217 0.21081  0.784
28 S 0.07808 -3.08550 -1.57943  -0.523
29 S 0.60995 -2.91430 1.77201  -0.494
30 O -2.00769 -3.63849 0.49007  -0.328
31 C -2.87217 -2.51268 0.80467  0.582
32 C -2.50024 -1.24333 0.06786  -1.078
33 C -2.96811 -2.34000 2.30756  -1.257
34 H -1.37052 -6.64553 3.15772  0.469
35 H -1.65256 -4.95843 2.68056  0.092
36 H -0.00985 -5.51334 2.98030  0.307
37 H -0.16652 -7.08928 1.08122  0.354
38 H -2.90926 -5.86121 0.58973  0.141
39 H -2.57507 -7.53424 1.09517  0.448
40 H -2.06195 -6.96083 -0.50667  0.306
41 H -3.84199 -2.85673 0.42998  0.074
42 H -1.51722 -0.88448 0.37125  0.012
43 H -3.21619 -0.46570 0.33512  0.466
44 H -2.48985 -1.40925 -1.00878  0.318
45 H -2.01073 -2.04448 2.72834  0.188
46 H -3.29098 -3.27587 2.77151  0.296
47 H -3.68441 -1.55232 2.54167  0.487
48 F -1.17347 0.80707 2.27672  -0.141
49 B -2.15372 1.60455 2.92816  0.528
50 F -1.72223 2.93561 2.99095  -0.398
51 F -3.36155 1.53143 2.18940  -0.430
52 F -2.37459 1.10368 4.22246  -0.414

Forces on the atoms, in the same order (eV/Å):
0.09 -0.12 -0.06
0.00 0.00 0.00
0.00 0.00 0.00
0.00 0.00 -0.01
-0.01 0.02 0.00
0.01 0.01 0.01
-0.02 -0.06 -0.01
-0.05 0.08 0.03
0.01 0.00 -0.01
0.00 0.00 0.00
0.01 0.00 0.00
0.00 0.00 0.00
0.00 0.00 0.00
0.00 0.00 0.00
0.00 0.00 0.00
0.00 0.00 0.00
0.00 -0.01 -0.01
-0.01 0.00 0.00
0.00 0.00 0.00
0.00 0.00 0.00
0.00 0.00 0.00
0.00 0.00 0.00
0.01 0.00 0.01
0.00 0.01 -0.01
0.00 0.00 0.00
0.01 -0.04 0.01
0.17 -0.01 -0.08
-0.05 0.03 0.05
-0.15 0.05 0.03
-0.11 0.06 0.08
0.03 -0.06 -0.12
0.06 -0.03 0.07
0.03 0.03 -0.02
0.00 0.00 0.00
0.01 -0.02 0.00
0.00 0.00 0.00
-0.01 0.00 0.01
0.00 0.00 0.00
0.00 0.00 0.00
0.00 0.00 0.00
0.00 0.01 0.00
-0.01 0.02 0.03
0.01 0.05 -0.03
-0.02 0.02 0.01
0.09 0.02 0.01
-0.01 0.04 0.02
-0.04 0.02 0.00
-0.01 0.02 0.04
-0.10 -0.09 -0.13
0.02 0.03 0.01
0.04 -0.03 0.01
0.00 -0.02 0.06


Q: Which formula does entry 1 have?
A: C22H68O12


Q: What is the LUMO in the second record?
A: 4.37 eV


Q: What is the formula in the second record?
A: C15H25AgBF4O2PS2Te


Q: Look up the F_max of the second one.
A: 0.00359 hartree/bohr